(1)
Here is C5H6ClNO as an isolated structure from the OMol25 dataset. Energies are from ωB97M-V/def2-TZVPD.

Values from the calculation:
- total energy (a.u.) = -784.020558

Last column: Löwdin charge in e.
Positions of all 14 atoms, in Å:
C1 -0.115 0.797 0.100  -0.3840
C2 1.253 0.747 0.837  -0.1173
C3 2.289 -0.209 0.599  -0.0310
C4 -0.220 -0.590 -0.385  -0.1658
C5 -1.421 -1.344 -0.344  -0.3555
H1 -2.592 2.244 -1.164  0.2933
H2 1.317 1.571 1.962  0.1973
H3 2.295 -1.145 -0.158  0.1028
H4 3.142 0.112 1.363  0.0807
H5 0.688 -1.020 -0.813  0.0560
H6 -2.522 -1.219 -0.471  0.0680
N1 -0.875 1.766 0.029  0.0084
O1 -2.128 1.286 -0.387  -0.1871
Cl1 -1.109 -2.998 -1.166  0.4341


(2)
Here is one molecule with the formula C4H5N3S from the OMol25 dataset. Energies are from ωB97M-V/def2-TZVPD.

Values from the calculation:
- SMILES = [H]/N=C\N(S)C(=C)C#N
- total energy (a.u.) = -717.799076

Last column: Löwdin charge in e.
Positions of all 13 atoms, in Å:
H1 -0.028 -1.239 2.683  -0.0154
N1 -0.715 -1.603 2.057  0.0950
C1 -0.704 -0.978 0.958  -0.3641
N2 0.095 0.035 0.517  -0.3825
S1 1.363 0.622 1.636  0.8581
C2 -0.036 0.571 -0.763  -0.3776
C3 -0.413 -0.026 -1.922  0.0984
C4 0.321 1.949 -0.954  -0.2279
N3 0.609 3.027 -1.251  0.1757
H2 -1.475 -1.206 0.199  0.1266
H3 2.012 -0.520 1.752  -0.1360
H4 -0.562 -1.097 -2.028  0.0714
H5 -0.466 0.464 -2.884  0.0783


(3)
Here is C5H8N2 as an isolated structure from the OMol25 dataset. Energies are from ωB97M-V/def2-TZVPD.

Values from the calculation:
- total energy (a.u.) = -304.604691

Last column: Löwdin charge in e.
Positions of all 15 atoms, in Å:
C1 1.240 0.973 0.365  -0.0466
C2 -0.281 0.908 -0.846  -0.0350
C3 -0.398 -0.541 -1.092  -0.3465
C4 0.553 -1.239 -1.952  -0.1552
N1 1.314 -1.779 -2.635  0.1480
N2 0.025 -0.263 0.262  -0.2082
C5 -0.946 -0.440 1.329  -0.0696
H1 2.037 0.663 -0.306  0.0820
H2 1.151 2.064 0.366  0.0639
H3 1.494 0.671 1.396  0.0753
H4 -1.246 1.331 -0.537  0.0735
H5 -1.396 -0.975 -1.112  0.1454
H6 -1.967 -0.213 0.992  0.0898
H7 -0.691 0.245 2.143  0.0895
H8 -0.900 -1.466 1.709  0.0937


(4)
Here is a 2-piece molecular cluster, C5H13N overall from the OMol25 dataset. Energies are from ωB97M-V/def2-TZVPD.

Values from the calculation:
- total energy (a.u.) = -252.811955

Last column: Löwdin charge in e.
Positions of all 19 atoms, in Å:
C1 0.921 1.263 -0.679  -0.2027
N1 1.021 0.121 0.327  -0.2068
C2 -0.052 0.082 1.245  -0.1533
C3 -1.404 -0.596 1.134  -0.1349
C4 0.967 -1.106 -0.430  -0.1558
C5 -0.450 1.374 -1.359  -0.0938
H1 0.765 -2.054 1.520  0.1321
H2 0.976 2.162 -0.065  0.1067
H3 1.786 1.218 -1.336  0.1084
H4 0.344 0.262 2.239  0.0846
H5 -1.914 -0.459 0.171  0.0675
H6 -1.213 -1.661 1.057  0.0424
H7 -2.009 -0.444 2.021  0.0766
H8 1.719 -1.280 -1.196  0.0935
H9 -0.078 -1.205 -0.723  0.0653
H10 1.003 -1.842 0.497  -0.0308
H11 -0.509 2.284 -1.952  0.0764
H12 -0.700 0.480 -1.930  0.0676
H13 -1.172 1.401 -0.543  0.0569


(5)
Here is C37H29N4O2PSW as an isolated structure from the OMol25 dataset. Energies are from ωB97M-V/def2-TZVPD.

Values from the calculation:
- total charge = +2
- expectation value of S² = 2.040
- 2S+1 = 3
- total energy (a.u.) = -2603.160291

Last column: Löwdin spin population.
Positions of all 75 atoms, in Å:
W1 -0.556 0.443 -0.156  1.7330
C1 0.519 3.797 2.594  0.0009
C2 0.356 2.507 2.080  0.0269
N1 -0.450 2.239 1.063  0.0266
C3 -1.149 3.267 0.483  0.0139
C4 -1.023 4.592 0.924  0.0008
C5 -0.161 4.835 2.014  0.0203
C6 -1.772 5.600 0.269  -0.0092
C7 -2.596 5.263 -0.766  -0.0015
C8 -2.724 3.923 -1.200  -0.0104
C9 -2.016 2.925 -0.587  0.0086
N2 -2.017 1.542 -0.886  -0.0486
C10 -3.212 0.837 -1.193  0.0052
C11 -4.146 1.129 -2.149  -0.0082
C12 -5.311 0.337 -2.270  -0.0003
C13 -5.541 -0.718 -1.436  -0.0076
C14 -4.582 -1.059 -0.451  0.0010
C15 -4.743 -2.108 0.479  0.0106
C16 -3.771 -2.342 1.414  0.0009
C17 -2.606 -1.567 1.395  0.0119
N3 -2.403 -0.590 0.527  0.0101
C18 -3.407 -0.297 -0.367  0.0072
H1 1.183 3.953 3.431  -0.0004
H2 0.904 1.671 2.496  0.0040
H3 -0.047 5.846 2.385  0.0010
H4 -1.685 6.626 0.600  -0.0004
H5 -3.168 6.027 -1.272  0.0001
H6 -3.387 3.712 -2.024  -0.0006
H7 -4.000 1.950 -2.836  -0.0004
H8 -6.033 0.589 -3.034  0.0002
H9 -6.447 -1.303 -1.517  -0.0003
H10 -5.644 -2.710 0.452  0.0005
H11 -3.873 -3.121 2.155  -0.0002
H12 -1.813 -1.762 2.106  0.0008
O1 0.176 -2.856 -2.580  0.0119
C19 -0.087 -2.268 -1.566  0.0110
O2 -0.541 -1.007 -1.592  0.0656
C20 0.133 -2.844 -0.178  0.0056
P1 0.878 -1.523 0.847  0.0201
C21 0.886 -2.048 2.568  0.0013
C22 1.543 -3.222 2.939  -0.0005
C23 1.559 -3.611 4.268  0.0002
C24 0.932 -2.826 5.230  0.0001
C25 0.288 -1.653 4.867  0.0003
C26 0.267 -1.263 3.534  0.0031
C27 2.608 -1.459 0.318  0.0030
C28 3.077 -2.143 -0.801  -0.0003
C29 4.408 -2.011 -1.181  0.0002
C30 5.265 -1.203 -0.452  -0.0006
C31 4.799 -0.522 0.667  0.0003
C32 3.475 -0.646 1.048  0.0001
H13 0.728 -3.753 -0.236  -0.0004
H14 -0.837 -3.096 0.255  0.0004
H15 2.051 -3.825 2.195  0.0000
H16 2.066 -4.522 4.556  0.0000
H17 0.950 -3.130 6.268  0.0000
H18 -0.195 -1.040 5.616  0.0000
H19 -0.241 -0.345 3.255  0.0031
H20 2.432 -2.791 -1.380  -0.0001
H21 4.773 -2.559 -2.040  0.0000
H22 6.303 -1.114 -0.743  0.0000
H23 5.471 0.098 1.245  0.0000
H24 3.119 -0.119 1.928  0.0001
S1 1.432 1.512 -1.072  0.0424
C33 2.071 0.809 -2.535  0.0107
N4 1.395 -0.098 -3.261  0.0073
C34 1.883 -0.680 -4.374  0.0031
C35 3.118 -0.328 -4.845  0.0061
C36 3.847 0.629 -4.135  0.0021
C37 3.335 1.190 -2.983  0.0057
H25 0.483 -0.409 -2.907  0.0008
H26 1.242 -1.421 -4.830  0.0001
H27 3.505 -0.787 -5.742  0.0003
H28 4.827 0.929 -4.483  0.0000
H29 3.894 1.917 -2.413  0.0001


Results for energy relative to the best compared isomer or geometry (same formula, charge and spin): 790.8, 248.3, 606.0, 659.3, 22.4 (in kJ/mol, following the order of the records).